[1]
Molecular formula: C3H5NO2
Method: DFT, the ωB97M-V functional and the def2-TZVPD basis

Positions of all 11 atoms, in Å:
C1 0.869 -1.474 0.913
C2 0.693 -0.134 0.231
O1 1.462 0.279 -0.600
O2 -0.462 0.557 0.528
C3 -0.958 1.190 -0.597
N1 -1.908 2.010 -0.562
H1 1.637 -1.461 1.695
H2 -0.033 -1.956 1.303
H3 1.275 -2.076 0.100
H4 -0.439 0.825 -1.478
H5 -2.137 2.239 -1.534

## Properties
**SMILES**: [H]/N=C/OC(C)=O
**Electronic energy**: -322.537206 a.u.
**HOMO-LUMO gap**: 11.518 eV

[2]
Molecular formula: C2H4BrOP
Method: DFT, the ωB97M-V functional and the def2-TZVPD basis

Positions of all 9 atoms, in Å:
C1 -1.687 2.788 -0.492
C2 0.984 -0.578 0.071
O1 -0.595 3.021 -0.571
P1 -0.748 -0.415 0.400
Br1 -1.400 -1.522 -1.347
H1 -0.817 -1.500 1.723
H2 1.330 0.266 -0.464
H3 1.281 -1.512 -0.250
H4 1.653 -0.547 0.931

## Properties
**Electronic energy**: -3069.175380 a.u.
**HOMO-LUMO gap**: 9.771 eV

[3]
Molecular formula: C2H8N2S
Method: DFT, the ωB97M-V functional and the def2-TZVPD basis

Positions of all 13 atoms, in Å:
C1 -1.627 0.764 -1.137
S1 -1.257 0.579 0.636
H1 -2.673 1.011 -1.278
H2 -1.016 1.563 -1.575
H3 -1.409 -0.135 -1.722
N1 0.773 -1.425 0.094
C2 1.861 -0.771 -0.103
N2 1.919 0.559 -0.060
H4 -0.207 -0.708 0.467
H5 0.845 -2.428 0.015
H6 2.800 -1.280 -0.316
H7 2.805 1.005 0.076
H8 1.050 1.037 0.193

## Properties
**Electronic energy**: -588.670077 a.u.
**HOMO-LUMO gap**: 7.982 eV

[4]
Molecular formula: C3H7NO2
Method: DFT, the ωB97M-V functional and the def2-TZVPD basis

Positions of all 13 atoms, in Å:
C1 0.368 -1.372 -0.359
C2 -0.874 -1.027 -0.890
O1 -1.533 0.739 -0.196
C3 -0.611 1.544 0.130
O2 -0.324 2.671 -0.210
N1 0.321 0.864 1.096
H1 0.400 -2.183 0.369
H2 0.533 -0.245 0.470
H3 1.236 -1.293 -1.013
H4 -0.957 -0.601 -1.884
H5 -1.788 -1.462 -0.504
H6 1.121 1.455 1.309
H7 -0.175 0.603 1.946

## Properties
**Electronic energy**: -323.673900 a.u.
**HOMO-LUMO gap**: 9.984 eV

[5]
Molecular formula: C18H19N5O2S
Method: DFT, the ωB97M-V functional and the def2-TZVPD basis

Positions of all 45 atoms, in Å:
O1 1.759 -0.093 -1.301
N1 -0.164 -3.311 0.456
N2 -1.588 7.153 0.047
N3 -1.664 8.012 -2.087
N4 -1.491 0.913 -0.641
O2 -0.360 4.614 -2.293
S1 2.203 -3.079 -0.616
C1 0.562 -0.106 -1.043
C2 0.543 -2.499 -0.237
C3 0.426 -4.562 0.622
C4 1.748 -4.592 0.219
C5 -2.006 8.116 -0.780
C6 -2.347 1.894 -0.721
C7 -0.982 6.031 -0.390
C8 -1.250 6.885 -2.543
C9 -0.241 1.096 -1.144
C10 -1.990 3.178 -1.040
C11 0.188 2.306 -1.690
C12 -0.885 5.795 -1.747
C13 -0.675 3.466 -1.651
N5 -0.071 -1.285 -0.665
C14 -0.484 -5.452 1.443
C15 3.915 -5.587 -0.263
C16 3.065 -5.691 2.085
C17 2.163 -7.145 0.264
C18 2.738 -5.720 0.571
H1 -2.736 8.751 -0.268
H2 -3.325 1.655 -0.339
H3 -0.711 5.384 0.452
H4 -1.179 6.541 -3.570
H5 -2.800 3.883 -0.892
H6 1.275 2.321 -2.079
H7 -0.903 -0.943 -0.130
H8 -0.878 -4.950 2.263
H9 -0.008 -6.402 1.838
H10 -1.396 -5.683 0.998
H11 4.519 -6.464 -0.152
H12 4.485 -4.772 0.236
H13 3.697 -5.363 -1.322
H14 4.150 -5.758 2.110
H15 3.007 -4.716 2.567
H16 2.773 -6.604 2.683
H17 1.757 -7.461 1.152
H18 1.285 -7.077 -0.460
H19 2.889 -7.821 -0.170

## Properties
**SMILES**: Cc1nc(NC(=O)c2cc(Oc3cncnc3)ccn2)sc1C(C)(C)C
**Electronic energy**: -1519.664739 a.u.
**HOMO-LUMO gap**: 7.658 eV

[6]
Molecular formula: C33H38CoN4S
Method: DFT, the ωB97M-V functional and the def2-TZVPD basis

Positions of all 77 atoms, in Å:
Co1 0.055 -0.265 -0.373
C1 -1.116 -3.683 2.951
C2 -0.739 -3.226 1.574
C3 0.594 -3.086 1.201
C4 0.942 -2.705 -0.093
C5 -0.049 -2.448 -1.041
C6 -1.399 -2.554 -0.661
C7 -1.726 -2.940 0.626
H1 -1.516 -4.698 2.910
H2 -1.893 -3.049 3.380
H3 -0.265 -3.679 3.629
H4 1.373 -3.302 1.922
H5 1.984 -2.681 -0.385
H6 0.211 -2.292 -2.081
H7 -2.177 -2.375 -1.394
H8 -2.769 -3.047 0.900
C8 -3.191 1.342 -1.393
C9 -2.959 0.314 -2.464
C10 -4.015 -0.339 -3.081
C11 -3.783 -1.255 -4.098
C12 -2.492 -1.502 -4.529
C13 -1.401 -0.857 -3.949
C14 -0.019 -1.103 -4.499
C15 -1.662 0.027 -2.900
N1 -0.576 0.580 -2.138
C16 0.206 1.480 -2.599
C17 0.060 2.148 -3.918
C18 1.370 1.862 -1.695
C19 2.196 3.048 -2.039
N2 1.555 1.100 -0.687
C20 2.581 1.354 0.289
C21 2.358 2.321 1.271
C22 1.137 3.201 1.262
C23 3.317 2.452 2.270
C24 4.448 1.652 2.284
C25 4.647 0.708 1.287
C26 3.716 0.543 0.269
C27 3.963 -0.427 -0.855
H9 -4.236 1.362 -1.091
H10 -2.926 2.344 -1.737
H11 -2.581 1.148 -0.506
H12 -5.028 -0.125 -2.766
H13 -4.614 -1.767 -4.565
H14 -2.318 -2.199 -5.339
H15 0.081 -2.133 -4.840
H16 0.776 -0.907 -3.778
H17 0.168 -0.466 -5.366
H18 -0.860 1.850 -4.413
H19 0.909 1.894 -4.558
H20 0.072 3.232 -3.794
H21 1.581 3.951 -2.008
H22 2.574 2.959 -3.059
H23 3.032 3.164 -1.353
H24 1.248 4.032 0.561
H25 0.978 3.637 2.247
H26 0.231 2.656 0.988
H27 3.171 3.194 3.045
H28 5.183 1.770 3.069
H29 5.540 0.096 1.292
H30 4.678 -1.192 -0.558
H31 4.378 0.085 -1.726
H32 3.047 -0.918 -1.185
N3 -2.318 0.526 6.248
C28 -1.476 -0.357 5.701
S1 -0.878 -1.691 6.435
C29 -1.140 -0.132 4.265
C30 -2.137 0.030 3.308
C31 -1.785 0.071 1.975
N4 -0.513 0.003 1.556
C32 0.454 -0.097 2.490
C33 0.184 -0.178 3.836
H33 -2.597 0.401 7.209
H34 -2.574 1.383 5.786
H35 -3.182 0.064 3.586
H36 -2.549 0.134 1.211
H37 1.476 -0.134 2.133
H38 0.985 -0.309 4.549

## Properties
**2S+1**: 4
**Electronic energy**: -3279.839244 a.u.
**HOMO-LUMO gap (alpha / beta)**: 6.672 / 6.172 eV
**Net charge**: +2

[7]
Molecular formula: C4H11NOS
Method: DFT, the ωB97M-V functional and the def2-TZVPD basis

Positions of all 18 atoms, in Å:
C1 0.025 1.061 -2.173
S1 0.647 -0.609 -2.444
H1 -0.473 1.104 -1.205
H2 0.773 1.845 -2.245
H3 -0.882 1.294 -2.754
C2 -0.974 -1.335 -2.739
H4 -1.238 -1.313 -3.796
H5 -1.856 -0.973 -2.201
H6 -0.896 -2.399 -2.503
C3 -1.117 -0.498 2.749
C4 0.069 0.469 2.769
O1 0.136 1.434 3.511
N1 0.828 0.380 1.611
H7 -1.303 -0.977 1.784
H8 -2.009 0.053 3.036
H9 1.771 0.708 1.440
H10 0.731 -0.546 1.194
H11 -1.042 -1.326 3.449

## Properties
**2S+1**: 2
**Electronic energy**: -687.143685 a.u.
**HOMO-LUMO gap (alpha / beta)**: 1.716 / 8.753 eV
**Net charge**: -1

[8]
Molecular formula: C12H18GeNO4PtSe
Method: DFT, the ωB97M-V functional and the def2-TZVPD basis

Positions of all 38 atoms, in Å:
Pt1 -0.800 -0.649 0.984
O1 -1.156 0.881 5.055
C1 -1.146 0.303 3.903
O2 -0.574 0.717 2.897
C2 -1.917 -0.983 3.856
C3 -2.595 -1.559 4.916
C4 -3.262 -2.761 4.704
C5 -3.238 -3.362 3.449
C6 -2.520 -2.700 2.472
N1 -1.896 -1.565 2.652
C7 -2.373 -3.292 0.941
O3 -3.108 -4.239 0.775
O4 -1.546 -2.644 0.278
H1 -0.664 1.719 5.097
H2 -2.596 -1.073 5.883
H3 -3.804 -3.240 5.510
H4 -3.746 -4.293 3.242
C8 2.792 3.677 -3.438
Ge1 1.650 1.965 -3.290
C9 2.471 0.429 -4.175
C10 -0.105 2.777 -3.883
C11 1.355 1.467 -1.288
Se1 0.588 -0.258 -0.951
C12 2.166 -1.328 -0.655
H5 2.849 3.917 -4.499
H6 3.759 3.370 -3.026
H7 2.299 4.461 -2.867
H8 2.588 0.654 -5.235
H9 1.833 -0.449 -4.063
H10 3.458 0.223 -3.759
H11 0.011 3.028 -4.938
H12 -0.330 3.666 -3.299
H13 -0.844 1.985 -3.729
H14 0.702 2.238 -0.882
H15 2.341 1.520 -0.824
H16 2.834 -1.234 -1.508
H17 1.853 -2.365 -0.557
H18 2.672 -1.002 0.252

## Properties
**2S+1**: 5
**Electronic energy**: -5420.198818 a.u.
**HOMO-LUMO gap (alpha / beta)**: 8.915 / 5.420 eV
**Net charge**: +3

[9]
Molecular formula: C36H39AsBaCl3N6O3PS
Method: DFT, the ωB97M-V functional and the def2-TZVPD basis

Positions of all 91 atoms, in Å:
Ba1 0.217 0.424 1.414
N1 2.810 3.134 -1.127
C1 2.050 2.133 -0.589
S1 0.640 2.881 0.287
N2 2.336 0.897 -0.955
N3 1.392 -0.081 -0.652
C2 1.795 -1.160 -0.033
C3 3.127 -1.785 -0.189
C4 3.828 -2.457 0.807
C5 5.042 -3.071 0.531
C6 5.582 -3.013 -0.744
C7 4.898 -2.333 -1.743
C8 3.684 -1.729 -1.469
C9 0.611 -2.110 0.566
C10 0.747 -3.483 0.528
C11 -0.225 -4.306 1.105
C12 -1.353 -3.746 1.651
C13 -1.577 -2.391 1.392
N4 -0.692 -1.617 0.786
H1 2.552 4.053 -0.815
H2 3.788 2.954 -1.295
H3 3.465 -2.497 1.822
H4 5.568 -3.586 1.324
H5 6.531 -3.487 -0.956
H6 5.313 -2.270 -2.741
H7 3.153 -1.196 -2.245
H8 1.667 -3.906 0.146
H9 -0.064 -5.375 1.154
H10 -2.078 -4.329 2.202
H11 -2.540 -1.945 1.617
N5 -2.905 3.098 -0.010
C14 -3.808 2.553 -0.923
C15 -5.089 3.108 -0.991
C16 -6.055 2.575 -1.821
C17 -5.763 1.457 -2.592
C18 -4.493 0.909 -2.536
C19 -3.485 1.447 -1.734
P1 -1.780 0.744 -1.607
C20 -1.909 -0.695 -2.767
C21 -1.843 -1.994 -2.280
C22 -1.916 -3.093 -3.132
C23 -2.068 -2.904 -4.494
C24 -2.159 -1.610 -4.998
C25 -2.081 -0.524 -4.145
C26 -0.834 1.871 -2.728
C27 0.296 1.381 -3.383
C28 1.064 2.200 -4.194
C29 0.715 3.531 -4.372
C30 -0.403 4.031 -3.724
C31 -1.165 3.211 -2.904
H12 -1.947 2.766 -0.044
H13 -2.951 4.099 0.095
H14 -5.318 3.962 -0.364
H15 -7.040 3.021 -1.854
H16 -6.515 1.017 -3.234
H17 -4.284 0.037 -3.139
H18 -1.743 -2.166 -1.220
H19 -1.853 -4.094 -2.723
H20 -2.118 -3.754 -5.162
H21 -2.294 -1.449 -6.060
H22 -2.147 0.477 -4.553
H23 0.587 0.345 -3.255
H24 1.940 1.796 -4.684
H25 1.315 4.173 -5.003
H26 -0.691 5.067 -3.856
H27 -2.023 3.633 -2.402
Cl1 0.512 2.768 6.198
C32 1.855 3.140 5.057
Cl2 3.285 3.559 5.992
Cl3 1.382 4.515 4.047
C33 2.067 1.856 4.129
O1 1.012 1.588 3.494
O2 3.182 1.373 4.121
C34 1.791 -0.995 5.132
As1 1.365 -1.385 3.262
C35 -0.581 -0.761 3.560
C36 1.589 -3.319 3.632
O3 2.187 -0.385 2.172
H28 1.186 -1.708 5.701
H29 1.537 0.007 5.449
H30 2.843 -1.198 5.318
H31 -1.052 -1.618 4.057
H32 -1.326 -0.409 2.801
H33 -0.478 0.000 4.336
H34 0.653 -3.631 4.091
H35 2.385 -3.345 4.371
H36 1.834 -3.948 2.786
N6 -1.617 2.136 2.608
H37 -1.153 3.037 2.655
H38 -1.342 1.644 3.451
H39 -2.622 2.249 2.593

## Properties
**Electronic energy**: -6330.740387 a.u.
**HOMO-LUMO gap**: 6.193 eV

[10]
Molecular formula: CCl2N2
Method: DFT, the ωB97M-V functional and the def2-TZVPD basis

Positions of all 5 atoms, in Å:
C1 1.682 0.075 0.008
N1 2.688 0.660 -0.043
N2 0.675 -0.686 0.078
Cl1 -4.130 0.253 0.025
Cl2 -0.915 -0.302 -0.068

## Properties
**Electronic energy**: -1067.823324 a.u.
**HOMO-LUMO gap (alpha / beta)**: 7.872 / 6.155 eV

[11]
Molecular formula: C3H10S
Method: DFT, the ωB97M-V functional and the def2-TZVPD basis

Positions of all 14 atoms, in Å:
C1 -4.696 5.074 -1.805
H1 -5.325 5.668 -2.448
H2 -5.020 4.163 -1.307
H3 -3.737 4.872 -2.284
H4 -4.470 5.728 -0.967
C2 2.163 -1.172 -0.680
S1 0.909 -1.044 0.641
C3 1.316 -2.493 1.643
H5 2.239 -2.200 -1.010
H6 1.807 -0.431 -1.396
H7 3.127 -0.815 -0.331
H8 0.660 -2.428 2.517
H9 2.341 -2.429 1.973
H10 1.046 -3.396 1.095

## Properties
**SMILES**: CSC.C
**Electronic energy**: -518.457590 a.u.
**HOMO-LUMO gap**: 9.492 eV

[12]
Molecular formula: C4H36N3O12
Method: DFT, the ωB97M-V functional and the def2-TZVPD basis

Positions of all 55 atoms, in Å:
C1 1.859 2.118 0.435
C2 0.833 1.330 -0.398
C3 0.688 -0.155 0.031
N1 -1.556 -1.917 0.544
C4 -0.887 -1.200 1.474
N2 -0.191 -0.141 1.241
N3 1.374 2.203 1.825
H1 2.125 3.126 0.064
H2 2.853 1.692 0.313
H3 1.139 1.360 -1.456
H4 -0.085 1.890 -0.295
H5 1.657 -0.334 0.490
H6 0.440 -0.758 -0.831
H7 -1.349 -1.884 -0.446
H8 -1.708 -2.912 0.654
H9 -1.138 -1.427 2.515
H10 2.098 2.039 2.551
H11 0.601 1.516 1.872
H12 0.803 3.050 1.905
H13 1.164 -0.987 2.687
H14 1.947 -2.136 1.866
O1 1.904 -1.601 2.659
H15 -0.112 2.062 -2.975
H16 -1.101 1.224 -3.733
O2 -0.169 1.541 -3.762
H17 0.683 -3.680 -0.049
H18 1.994 -3.728 0.814
O3 1.035 -3.681 0.853
H19 2.057 -2.372 -2.080
H20 3.238 -1.374 -2.559
O4 2.312 -1.567 -2.438
H21 -1.275 1.464 3.519
H22 -1.249 0.668 4.767
O5 -1.804 0.810 3.994
H23 -3.171 0.989 -3.378
H24 -2.625 0.246 -2.165
O6 -2.481 0.386 -3.126
H25 0.656 -1.281 -3.390
H26 -0.793 -1.132 -3.412
O7 -0.148 -1.836 -3.275
H27 4.114 0.589 2.586
H28 2.922 -0.306 2.896
O8 3.169 0.648 2.751
H29 -3.668 -1.202 -1.085
H30 -3.514 -0.174 0.024
O9 -3.689 -0.260 -0.915
H31 -1.680 4.142 -1.413
H32 -0.326 4.658 -1.893
O10 -0.736 4.088 -1.235
H33 -1.743 3.700 1.541
H34 -1.375 2.414 0.915
O11 -1.141 2.963 1.672
H35 -0.706 -4.247 -1.685
H36 -0.062 -2.859 -1.931
O12 -0.243 -3.531 -1.238

## Properties
**Electronic energy**: -1240.909668 a.u.
**HOMO-LUMO gap**: 9.610 eV
**Net charge**: +1

[13]
Molecular formula: C3H3NiO3
Method: DFT, the ωB97M-V functional and the def2-TZVPD basis

Positions of all 10 atoms, in Å:
O1 -2.012 0.982 0.104
O2 -4.241 1.609 0.007
C1 -3.135 1.281 0.071
Ni1 5.721 1.493 0.340
O3 1.008 1.086 -0.096
C2 0.866 -0.021 -0.173
H1 1.464 -1.878 -0.117
C3 0.456 -1.381 -0.079
H2 0.015 -1.547 0.916
H3 -0.141 -1.625 -0.971

## Properties
**2S+1**: 4
**Electronic energy**: -1849.329393 a.u.
**HOMO-LUMO gap (alpha / beta)**: 9.696 / 5.858 eV
**Net charge**: +2

[14]
Molecular formula: C19H18CrFN4S3
Method: DFT, the ωB97M-V functional and the def2-TZVPD basis

Positions of all 46 atoms, in Å:
Cr1 -0.274 -0.278 0.947
C1 -0.660 2.470 0.317
N1 -0.551 1.260 -0.490
C2 0.682 1.292 -1.274
C3 1.093 -0.102 -1.620
C4 1.693 -0.424 -2.817
C5 2.107 -1.730 -3.047
C6 1.855 -2.669 -2.041
C7 1.235 -2.269 -0.881
N2 0.865 -1.000 -0.631
C8 -1.732 0.974 -1.304
C9 -2.242 -0.440 -1.131
C10 -3.295 -0.876 -1.902
C11 -3.881 -2.116 -1.650
C12 -3.338 -2.875 -0.602
C13 -2.254 -2.398 0.088
N3 -1.683 -1.202 -0.157
C14 0.413 2.451 1.372
C15 0.994 3.611 1.833
C16 1.801 3.581 2.964
C17 1.925 2.348 3.621
C18 1.372 1.221 3.066
N4 0.662 1.225 1.921
H1 -0.606 3.382 -0.304
H2 -1.628 2.443 0.837
H3 0.569 1.924 -2.172
H4 1.467 1.722 -0.633
H5 1.847 0.347 -3.560
H6 2.596 -2.006 -3.968
H7 2.156 -3.698 -2.166
H8 1.037 -2.986 -0.092
H9 -2.544 1.652 -0.998
H10 -1.530 1.154 -2.372
H11 -3.683 -0.233 -2.680
H12 -4.738 -2.454 -2.209
H13 -3.773 -3.825 -0.332
H14 -1.797 -2.955 0.895
H15 0.801 4.540 1.313
H16 2.293 4.472 3.323
H17 2.468 2.285 4.552
H18 1.470 0.258 3.551
S1 2.978 -3.471 2.605
C19 2.176 -2.103 2.108
S2 0.453 -2.003 2.394
S3 2.978 -0.831 1.349
F1 -1.778 0.330 1.980

## Properties
**2S+1**: 5
**Electronic energy**: -3292.853290 a.u.
**HOMO-LUMO gap (alpha / beta)**: 3.585 / 5.632 eV
**Net charge**: -1

[15]
Molecular formula: C20H24N2
Method: DFT, the ωB97M-V functional and the def2-TZVPD basis

Positions of all 46 atoms, in Å:
C1 0.692 -0.321 1.600
C2 0.161 0.154 0.410
C3 -5.346 -2.622 2.015
C4 -2.164 -0.063 -0.638
C5 -4.375 -2.830 3.007
C6 -1.212 -0.319 0.335
C7 -5.004 -1.951 0.810
C8 -3.431 -0.616 -0.456
C9 -3.076 -2.376 2.793
C10 -1.485 -1.100 1.411
C11 -3.733 -1.416 0.653
C12 -2.758 -1.641 1.644
N1 -0.301 -1.129 2.183
N2 4.879 1.806 -0.056
C13 2.023 -0.029 2.192
C14 0.844 -1.031 -2.214
C15 0.619 1.301 -3.314
C16 3.845 2.750 -0.487
C17 2.851 2.266 -1.538
C18 0.707 1.067 -0.665
C19 2.151 0.979 -1.162
C20 0.999 0.496 -2.039
H1 -6.361 -2.961 2.160
H2 -1.907 0.576 -1.466
H3 -4.591 -3.237 3.985
H4 -5.733 -1.791 0.040
H5 -4.200 -0.398 -1.180
H6 -2.309 -2.526 3.525
H7 -0.173 -1.591 3.074
H8 5.509 1.556 -0.813
H9 5.440 2.191 0.702
H10 2.722 -0.852 2.149
H11 2.479 0.843 1.712
H12 1.887 0.249 3.255
H13 1.509 -1.505 -1.497
H14 1.195 -1.295 -3.256
H15 -0.199 -1.405 -2.088
H16 -0.300 0.895 -3.756
H17 1.487 1.256 -4.025
H18 0.458 2.340 -3.062
H19 4.339 3.647 -0.831
H20 3.272 3.075 0.357
H21 2.113 3.027 -1.644
H22 3.375 2.191 -2.483
H23 0.261 2.077 -0.648
H24 2.840 0.262 -0.694

## Properties
**SMILES**: Cc1[nH]c2c(ccc3ccccc32)c1[C@H]1[C@H](CCN)C1(C)C
**Electronic energy**: -886.010693 a.u.
**HOMO-LUMO gap**: 8.318 eV